# C9H29AsN5O2PdSi2Te

A structure of composition C9H29AsN5O2PdSi2Te (ωB97M-V/def2-TZVPD, the Open Molecules 2025 dataset).

ORCA input file:
```
! RIJCOSX wB97M-V def2-TZVPD def2/J DEFGRID3
* xyz 1 3
Pd -0.0454 -0.7314 1.1147
N 0.5744 -3.3477 -1.0809
N 1.7945 -2.9531 -1.6294
C 2.5742 -2.0327 -1.0353
N 3.8094 -1.9038 -1.5169
N 2.0361 -1.3137 -0.0570
N 2.8317 -0.5491 0.7311
O 4.0112 -0.3255 0.5096
O 2.2372 -0.0802 1.7036
H 0.5073 -4.3556 -1.1232
H -0.2073 -2.9309 -1.5717
H 2.0480 -3.2616 -2.5555
H 4.1870 -2.6003 -2.1355
H 4.4209 -1.2248 -1.0877
C -2.2203 1.9553 -3.4054
Si -0.9535 0.8874 -2.5665
C 0.7098 1.7215 -2.4616
C -0.7723 -0.7281 -3.4831
As -1.6056 0.3776 -0.3413
Si -1.6972 2.3729 0.9584
C -1.1485 3.8738 0.0064
C -0.5965 2.1530 2.4518
C -3.4748 2.5237 1.4883
H -1.8888 2.1524 -4.4307
H -2.3526 2.9183 -2.9038
H -3.1934 1.4620 -3.4548
H 1.1248 1.8499 -3.4671
H 1.4171 1.1281 -1.8710
H 0.6252 2.7119 -2.0103
H -0.5692 -0.5184 -4.5380
H -1.6808 -1.3327 -3.4267
H 0.0723 -1.3128 -3.0988
H -0.0725 3.8597 -0.1822
H -1.3593 4.7713 0.6005
H -1.6792 3.9763 -0.9453
H 0.4427 1.9586 2.1868
H -0.9507 1.3732 3.1255
H -0.6202 3.0985 3.0118
H -4.1271 2.6940 0.6273
H -3.5967 3.3673 2.1758
H -3.8140 1.6211 2.0023
C -0.1298 -1.4672 4.7243
Te -0.8490 -2.4524 2.9781
C 0.8534 -3.7238 2.7701
H 0.8222 -0.9916 4.5072
H -0.0296 -2.1813 5.5379
H -0.8679 -0.7145 4.9951
H 0.6859 -4.6576 3.3007
H 1.7272 -3.2124 3.1691
H 0.9892 -3.9045 1.7036
*
```

The LUMO energy (spin up / spin down) is -2.939 / -4.368 eV. The expectation value of S² is 2.009. As for the orbital gap (spin up / spin down): 7.8 / 6.7 eV. As for the HOMO energy (spin up / spin down): -10.7 / -11.0 eV. The strongest force on any atom comes out at 0.55 eV/A.

natural (NBO) population analysis, charges in e, atoms 1 to 5:
1 Pd 0.4464
2 N -0.6331
3 N -0.4250
4 C 0.6291
5 N -0.7671

=====

# C9H30B2F3N2O5PtS

A structure of composition C9H30B2F3N2O5PtS (ωB97M-V/def2-TZVPD, the Open Molecules 2025 dataset).

ORCA input file:
```
! RIJCOSX wB97M-V def2-TZVPD def2/J DEFGRID3
* xyz -1 3
Pt -0.1533 -0.2204 1.1403
B -0.9787 -2.5025 1.9361
H -0.6568 -1.8065 2.8513
H -1.0869 -3.6311 2.3173
H -2.0221 -2.1789 1.4363
H -0.1134 -2.4649 1.0766
B -1.9985 1.1789 2.0476
H -1.0162 0.7592 2.6311
H -2.6671 0.2292 1.7580
H -2.5291 2.0539 2.6576
H -1.6453 1.6877 1.0053
C 3.5513 -1.4281 3.8502
F 4.7218 -1.1320 4.4136
F 3.7819 -2.1803 2.7687
F 2.8288 -2.1313 4.7236
S 2.6287 0.1243 3.3724
O 1.4907 -0.3525 2.5948
O 2.3221 0.7708 4.6188
O 3.5930 0.8355 2.5300
C -1.1690 -1.8247 -2.6463
C -1.5911 -0.4633 -2.1062
C -2.8985 0.0034 -2.7170
O -3.2064 1.2579 -2.1435
C -4.2574 1.9317 -2.8129
N -1.6486 -0.5270 -0.6208
H -0.2697 -2.1842 -2.1535
H -0.9552 -1.7017 -3.7139
H -1.9614 -2.5635 -2.5280
H -0.8416 0.3119 -2.2889
H -3.7116 -0.7058 -2.4901
H -2.8401 0.0228 -3.8135
H -5.2248 1.5747 -2.4430
H -4.1742 1.8392 -3.8969
H -4.1878 2.9803 -2.5207
H -2.2042 0.2930 -0.3530
H -2.2578 -1.2901 -0.3192
C 2.1678 2.8652 -1.2115
C 1.3643 1.6727 -0.7201
C 2.1481 0.3900 -0.9417
O 1.5935 -0.7265 -0.2349
C 2.2405 -1.9571 -0.4571
N 1.0506 1.7442 0.7103
H 2.2692 2.8168 -2.3044
H 3.1339 3.0325 -0.7360
H 1.6067 3.7995 -1.0983
H 0.4487 1.6883 -1.3157
H 3.1555 0.5063 -0.5134
H 2.2951 0.1083 -1.9908
H 2.1557 -2.5428 0.4534
H 3.2810 -1.8420 -0.7758
H 1.7564 -2.5030 -1.2782
H 0.7514 2.6725 1.0093
H 1.9303 1.7096 1.2432
*
```

The LUMO energy (spin up / spin down) is 2.351 / 2.328 eV. The expectation value of S² is 2.004. As for the orbital gap (spin up / spin down): 7.1 / 7.5 eV. As for the HOMO energy (spin up / spin down): -4.8 / -5.2 eV. The strongest force on any atom comes out at 1.68 eV/A.

natural (NBO) population analysis, charges in e, atoms 1 to 5:
1 Pt 1.2965
2 B -0.8101
3 H 0.0140
4 H 0.0240
5 H -0.0469